Formula: C28H24BeN12O
Source: the OMol25 dataset
Level of theory: wB97M-V/def2-TZVPD

Structure (XYZ):
```
66
Properties=species:S:1:pos:R:3:mulliken_charge:R:1
Be -3.163 -16.674 23.078 -0.585
N 0.299 -19.168 24.000 -0.152
C 1.198 -19.222 22.963 -0.501
C 0.431 -18.994 21.856 -0.346
N -0.911 -18.838 22.143 -0.180
C -0.940 -18.932 23.423 -0.037
C -2.101 -18.851 24.243 0.416
N -3.061 -17.964 24.182 0.409
C -3.980 -18.246 25.131 -0.232
C -3.606 -19.340 25.810 -0.647
N -2.378 -19.698 25.284 -0.093
H 0.428 -19.000 24.998 0.289
H 2.278 -19.238 23.082 0.421
H 0.780 -18.994 20.820 0.437
H -4.917 -17.716 25.290 0.359
H -4.079 -19.817 26.639 0.441
H -1.777 -20.488 25.453 0.227
C 2.395 -15.802 11.276 -0.851
O 0.995 -15.839 11.417 -0.418
C 0.588 -15.925 12.723 0.970
C 1.435 -15.719 13.829 -0.759
C 0.907 -15.701 15.061 -0.753
C -0.420 -15.940 15.253 0.430
C -1.264 -16.239 14.216 -0.589
C -0.778 -16.187 12.945 -0.537
C -0.905 -16.106 16.644 0.382
N -1.920 -16.866 17.047 -0.765
C -1.957 -16.620 18.411 1.301
C -0.969 -15.767 18.841 -0.398
N -0.256 -15.457 17.692 -0.049
C -0.762 -15.456 20.214 0.228
C 0.335 -14.794 20.811 -0.494
C 0.334 -14.652 22.186 -0.908
C -0.710 -15.147 22.953 -0.294
N -1.721 -15.808 22.433 -0.047
C -1.774 -15.937 21.086 0.403
C -2.885 -16.706 20.593 0.313
N -3.627 -17.242 21.575 0.189
C -4.567 -18.125 21.296 0.086
C -4.755 -18.614 19.977 -0.935
C -3.942 -18.147 18.941 -0.664
C -2.943 -17.147 19.286 -0.356
H 2.578 -15.511 10.183 0.244
H 2.876 -16.738 11.459 0.374
H 2.826 -15.048 11.856 0.324
H 2.498 -15.558 13.759 0.288
H 1.557 -15.476 15.887 0.226
H -2.353 -16.430 14.420 0.360
H -1.418 -16.365 12.105 0.473
H 0.534 -14.805 17.624 0.298
H 1.138 -14.311 20.251 0.421
H 1.112 -14.039 22.629 0.464
H -0.670 -15.076 24.036 0.545
H -5.126 -18.583 22.104 0.493
H -5.476 -19.431 19.844 0.395
H -4.045 -18.450 17.924 0.609
N -7.709 -12.550 24.167 -0.385
C -6.664 -13.246 23.673 0.555
N -5.811 -12.674 22.788 -0.287
N -6.525 -14.490 24.111 -0.674
C -5.454 -15.111 23.810 1.328
N -4.513 -15.737 23.560 -0.553
H -7.932 -11.614 23.788 0.223
H -8.363 -12.984 24.824 0.257
H -5.967 -11.743 22.496 0.196
H -5.027 -13.230 22.530 0.116
```

**Gap between HOMO and LUMO**: 6.318 eV
**Molar mass**: 553.60 g/mol
**HOMO level**: -11.914 eV
**DFT total energy**: -1828.24020 Eh
**Total charge**: +2
**Largest force on an atom**: 3.60 eV/A

***

Formula: C28H24Cl31O5P
Source: the OMol25 dataset
Level of theory: wB97M-V/def2-TZVPD

Structure (XYZ):
```
89
Properties=species:S:1:pos:R:3:mulliken_charge:R:1
C -0.739 1.381 -2.157 -0.375
C 0.019 0.429 -1.270 0.631
O 0.021 -0.764 -1.425 -0.681
O 0.654 1.057 -0.259 -0.243
C 1.813 0.387 0.265 -0.500
C 2.952 1.434 0.397 -1.581
C 2.665 2.734 -0.312 0.243
C 2.903 2.927 -1.683 0.342
P 3.573 1.615 -2.748 0.337
O 3.216 0.219 -2.401 -0.471
C 2.616 4.174 -2.255 0.496
Cl 2.916 4.496 -3.939 -0.190
C 2.108 5.231 -1.525 -1.525
C 1.896 5.037 -0.175 0.709
C 2.154 3.806 0.435 0.305
C 1.831 3.718 1.901 0.469
O 1.398 2.718 2.422 -0.586
C 2.060 4.973 2.682 0.045
C 2.465 4.907 4.006 -0.592
C 2.701 6.090 4.693 -0.621
C 2.534 7.313 4.049 -0.470
C 2.100 7.384 2.734 -0.722
C 1.858 6.200 2.050 0.411
C 1.379 6.180 0.643 0.241
O 0.665 7.038 0.183 -0.607
H -0.489 2.416 -1.923 0.063
H -0.570 1.138 -3.202 0.328
H -1.800 1.268 -1.920 0.056
H 1.556 -0.003 1.247 0.497
H 2.150 -0.394 -0.408 0.217
H 3.080 1.631 1.457 0.600
H 3.890 0.984 0.069 0.605
H 4.962 1.850 -2.770 0.113
H 3.113 1.928 -4.030 0.015
H 1.898 6.164 -2.026 0.571
H 2.596 3.956 4.505 0.501
H 3.016 6.093 5.728 0.415
H 2.742 8.232 4.582 0.403
H 1.968 8.339 2.244 0.474
C -0.064 4.398 -7.044 -0.030
Cl 1.661 4.137 -7.307 -0.131
Cl -1.017 3.565 -8.270 -0.130
Cl -0.540 3.886 -5.424 -0.017
H -0.259 5.458 -7.130 0.307
C -4.877 1.831 -3.658 0.355
Cl -4.403 0.213 -3.145 -0.090
Cl -5.754 2.659 -2.368 -0.126
Cl -3.465 2.766 -4.156 -0.058
H -5.541 1.726 -4.506 -0.085
C 1.437 -4.062 -1.863 0.417
Cl 2.902 -3.774 -0.925 -0.149
Cl 1.830 -4.596 -3.496 -0.144
Cl 0.401 -5.245 -1.055 0.024
H 0.892 -3.126 -1.930 -0.106
C -7.802 -1.199 -5.257 0.064
Cl -7.419 0.505 -5.553 -0.139
Cl -7.503 -1.626 -3.577 -0.105
Cl -9.469 -1.539 -5.711 -0.122
H -7.153 -1.799 -5.881 0.291
C 2.366 -8.223 0.414 0.448
Cl 3.843 -7.891 1.320 -0.132
Cl 2.741 -8.798 -1.209 -0.123
Cl 1.356 -9.388 1.279 -0.136
H 1.814 -7.297 0.322 -0.065
C -3.240 -6.653 -1.549 0.035
Cl -1.893 -7.457 -0.747 -0.027
Cl -2.849 -6.315 -3.236 -0.131
Cl -4.712 -7.617 -1.426 -0.119
H -3.413 -5.706 -1.058 0.236
C -2.853 -5.778 3.202 0.055
Cl -4.054 -5.417 4.438 -0.121
Cl -2.165 -7.388 3.446 -0.149
Cl -3.539 -5.655 1.585 -0.086
H -2.054 -5.053 3.283 0.281
C -0.738 -6.666 6.856 0.643
Cl -1.875 -7.125 8.120 -0.126
Cl -0.622 -4.911 6.713 -0.100
Cl 0.852 -7.380 7.160 -0.147
H -1.102 -7.054 5.915 -0.244
C 3.137 -4.591 6.066 0.320
Cl 4.869 -4.470 6.382 -0.140
Cl 2.299 -3.127 6.575 -0.123
Cl 2.831 -4.932 4.362 -0.054
H 2.745 -5.416 6.645 -0.012
C -2.772 4.616 0.700 -0.229
Cl -1.051 4.479 0.326 0.106
Cl -3.740 3.779 -0.514 -0.007
Cl -3.116 4.000 2.316 -0.136
H -3.028 5.667 0.678 0.332
```

**Energy relative to the best compared isomer or geometry (same formula, charge and spin)**: 0.0000 eV
**Gap between HOMO and LUMO**: 8.660 eV
**Molar mass**: 1570.51 g/mol
**HOMO level**: -9.869 eV
**DFT total energy**: -16064.85901 Eh
**Largest force on an atom**: 0.97 eV/A
**SMILES string**: CC(=O)OCCc1c([PH2]=O)c(Cl)cc2c1C(=O)c1ccccc1C2=O.ClC(Cl)Cl.ClC(Cl)Cl.ClC(Cl)Cl.ClC(Cl)Cl.ClC(Cl)Cl.ClC(Cl)Cl.ClC(Cl)Cl.ClC(Cl)Cl.ClC(Cl)Cl.ClC(Cl)Cl

***

Formula: C28H24Cl3HgN4O6SSe
Source: the OMol25 dataset
Level of theory: wB97M-V/def2-TZVPD

Structure (XYZ):
```
68
Properties=species:S:1:pos:R:3:mulliken_charge:R:1
Hg -1.694 -2.432 0.537 1.189
C -5.372 -5.657 -0.238 -0.269
C -4.720 -5.624 0.986 -0.475
C -3.707 -4.699 1.217 -0.317
C -3.314 -3.783 0.238 -0.430
C -3.983 -3.838 -0.988 -0.083
C -4.998 -4.758 -1.227 -0.563
H -6.160 -6.379 -0.421 0.324
H -4.997 -6.326 1.766 0.322
H -3.206 -4.702 2.178 0.343
H -3.698 -3.156 -1.781 0.393
H -5.490 -4.778 -2.194 0.319
O -0.673 -1.314 2.382 -0.930
Se 0.785 -2.139 2.283 1.162
O 1.366 -2.503 3.751 -0.729
O 0.363 -3.468 1.398 -0.776
O 1.807 -1.164 1.438 -0.755
N 3.143 -0.662 -1.290 -0.232
C 2.948 -1.418 -2.465 0.360
O 3.856 -1.433 -3.318 -0.848
C 1.689 -2.087 -2.616 0.007
C 1.450 -3.057 -3.655 -1.273
C 0.269 -3.766 -3.610 -0.245
C -0.691 -3.520 -2.633 -0.872
N -0.524 -2.508 -1.709 0.513
C 0.624 -1.870 -1.721 1.110
H 4.128 -0.472 -1.173 0.239
H 2.704 -1.011 -0.438 0.058
H 2.210 -3.237 -4.403 0.416
H 0.070 -4.542 -4.344 0.346
H -1.611 -4.085 -2.572 0.279
H 0.751 -1.119 -0.950 -0.683
Cl -3.668 6.516 0.119 -0.252
C -2.210 5.557 0.122 0.470
C -2.049 4.550 1.061 -0.995
C -0.883 3.805 1.054 -0.026
C 0.125 4.041 0.122 -0.586
C 1.346 3.156 0.099 0.028
C 1.174 2.017 -0.915 -0.287
N -0.124 1.391 -0.849 0.976
C -1.153 1.478 -1.757 -0.232
C -2.109 0.614 -1.313 -1.238
N -1.687 0.013 -0.153 -0.488
C -0.501 0.516 0.105 -0.585
O 1.540 2.704 1.419 -0.200
C 2.636 1.798 1.607 -0.071
C 3.341 2.175 2.872 -0.333
C 2.832 2.014 4.126 0.584
Cl 1.332 1.321 4.543 -0.167
S 3.899 2.585 5.348 -0.252
C 5.061 3.056 4.178 -0.331
C 4.631 2.783 2.918 -0.942
C -0.086 5.050 -0.810 0.693
Cl 1.110 5.387 -2.040 -0.236
C -1.237 5.821 -0.822 -0.822
H -2.830 4.343 1.779 0.412
H -0.743 3.011 1.774 0.430
H 2.217 3.744 -0.226 0.625
H 1.927 1.241 -0.754 -0.208
H 1.327 2.407 -1.922 0.578
H -1.085 2.100 -2.632 0.498
H -3.044 0.352 -1.777 0.484
H 0.139 0.209 0.919 0.681
H 3.346 1.891 0.777 0.415
H 2.269 0.763 1.640 0.248
H 5.993 3.502 4.483 0.427
H 5.209 2.999 2.030 0.373
H -1.370 6.600 -1.558 0.428
```

**2S+1**: 2
**Energy relative to the best compared isomer or geometry (same formula, charge and spin)**: 0.0000 eV
**Gap between HOMO and LUMO (spin up / spin down)**: 2.643 / 6.521 eV
**Molar mass**: 930.50 g/mol
**HOMO level (spin up / spin down)**: 0.910 / -2.968 eV
**⟨S²⟩**: 0.77
**DFT total energy**: -6085.43949 Eh
**Total charge**: -2
**Largest force on an atom**: 0.40 eV/A

***

- Which formula does entry 2 have?
  C28H24Cl31O5P

***

- Among the records above, which one has the highest molar mass?
  C28H24Cl31O5P